Record 1
{
  "formula": "C32H36F4O4S2",
  "method": "ωB97M-V/def2-TZVPD",
  "species": ["O", "S", "O", "C", "C", "C", "C", "H", "H", "H", "H", "H", "H", "H", "H", "O", "S", "O", "C", "C", "C", "C", "H", "H", "H", "H", "H", "H", "H", "H", "F", "C", "C", "C", "C", "C", "C", "H", "H", "H", "H", "H", "F", "C", "C", "C", "C", "C", "C", "H", "H", "H", "H", "H", "F", "C", "C", "C", "C", "C", "C", "H", "H", "H", "H", "H", "F", "C", "C", "C", "C", "C", "C", "H", "H", "H", "H", "H"],
  "coordinates": [[-0.277462, -0.486910, -1.526718], [-1.234462, 0.532090, -1.144718], [-2.631462, 0.304090, -1.399718], [-0.984462, 0.950090, 0.512282], [-0.692462, 2.439090, 0.498282], [-0.972462, 3.030090, -0.886718], [-0.776462, 2.074090, -1.853718], [-0.495462, 0.217090, 0.756282], [-2.104462, 0.885090, 0.931282], [-1.038462, 3.063090, 1.307282], [0.347538, 2.562090, 0.667282], [-0.370462, 3.947090, -1.153718], [-1.993462, 3.208090, -0.730718], [0.102538, 2.119090, -2.094718], [-1.435462, 2.416090, -2.813718], [-2.912462, -1.778910, 1.912282], [-3.425462, -2.845910, 1.130282], [-2.646462, -4.027910, 0.879282], [-4.827462, -3.496910, 1.942282], [-6.051462, -3.426910, 1.024282], [-5.723462, -2.315910, 0.185282], [-4.298462, -2.399910, -0.259718], [-4.951462, -3.020910, 3.043282], [-4.547462, -4.561910, 2.236282], [-6.069462, -4.359910, 0.463282], [-6.837462, -3.158910, 1.573282], [-5.960462, -1.369910, 0.718282], [-6.480462, -2.107910, -0.684718], [-4.001462, -1.402910, -0.714718], [-4.198462, -3.135910, -0.929718], [3.594538, -1.813910, 1.220282], [2.761538, -2.449910, 2.146282], [3.273538, -3.552910, 2.915282], [2.294538, -4.241910, 3.764282], [0.985538, -3.967910, 3.807282], [0.490538, -2.820910, 3.104282], [1.363538, -2.129910, 2.257282], [4.281538, -3.791910, 2.720282], [2.590538, -5.149910, 4.013282], [0.218538, -4.379910, 4.367282], [-0.401462, -2.418910, 3.325282], [1.110538, -1.208910, 1.700282], [4.858538, -2.979910, -3.569718], [4.440538, -1.718910, -3.263718], [5.297538, -0.740910, -3.712718], [4.894538, 0.568090, -3.521718], [3.746538, 0.961090, -2.754718], [3.132538, -0.174910, -2.068718], [3.470538, -1.495910, -2.350718], [6.121538, -1.184910, -4.260718], [5.677538, 1.364090, -3.751718], [3.410538, 1.890090, -2.408718], [2.370538, 0.069090, -1.301718], [2.894538, -2.254910, -1.770718], [1.163538, 3.408090, 7.642282], [1.164538, 2.866090, 6.369282], [1.663538, 1.541090, 6.075282], [1.718538, 1.019090, 4.811282], [1.396538, 1.865090, 3.734282], [0.990538, 3.294090, 3.893282], [0.971538, 3.745090, 5.228282], [1.750538, 1.193090, 6.928282], [2.178538, 0.081090, 4.559282], [1.348538, 1.240090, 2.814282], [0.812538, 3.846090, 2.995282], [0.637538, 4.612090, 5.411282], [1.180538, 0.236090, -5.679718], [0.589538, 1.358090, -5.461718], [-0.827462, 1.386090, -5.715718], [-1.513462, 2.628090, -5.614718], [-0.769462, 3.772090, -5.258718], [0.627538, 3.762090, -5.055718], [1.268538, 2.471090, -5.197718], [-1.462462, 0.601090, -5.894718], [-2.568462, 2.922090, -5.982718], [-1.258462, 4.783090, -5.119718], [1.096538, 4.594090, -4.673718], [2.450538, 2.550090, -5.000718]],
  "atomic_forces_ev_per_a": [[-0.28, 0.25, 0.26], [0.11, -1.20, -2.45], [-0.54, -0.06, -0.10], [-9.82, 7.86, -1.59], [3.00, 0.32, 0.56], [-0.50, 3.78, 4.20], [-9.66, -1.60, -3.63], [6.05, -6.96, 4.01], [2.50, -0.47, -0.59], [-1.05, -0.30, 0.23], [1.57, -0.12, 0.09], [-0.93, -0.65, 0.82], [-1.75, 1.26, -0.71], [9.75, -0.58, -3.07], [1.54, -1.60, 1.97], [0.94, 1.63, 0.22], [-0.11, -2.51, 1.55], [1.11, 0.25, -0.67], [-0.81, -1.63, 4.65], [3.53, -2.28, -0.07], [-2.46, 4.04, -3.05], [-0.66, 5.23, -0.50], [0.09, -0.48, -2.76], [-0.34, 1.29, -0.64], [-0.68, -0.08, 0.12], [-3.67, 0.03, 2.04], [0.81, -0.35, 0.19], [1.54, -0.97, 0.99], [0.18, -1.32, 0.58], [0.63, -2.80, -2.65], [-1.42, -0.64, 1.45], [-0.35, -2.23, 1.06], [-3.80, 2.45, -0.74], [2.22, 2.59, -3.43], [-1.37, 3.92, -1.67], [5.07, -1.08, -0.70], [1.56, 1.03, -0.41], [0.94, -0.76, 0.36], [1.59, -3.89, 2.13], [-0.70, -1.68, 1.29], [-3.39, 1.03, 0.27], [-0.39, -0.68, 0.34], [-0.64, -0.03, 0.20], [1.72, -1.11, 0.09], [-1.45, -0.24, -0.50], [1.22, 2.96, 0.73], [0.91, -5.54, 0.78], [0.08, 2.47, -0.93], [-2.26, 0.11, 1.65], [0.32, 0.96, -0.07], [-1.38, -0.91, -0.19], [0.16, 1.53, -0.20], [0.44, -0.49, -0.66], [0.84, 0.31, -0.90], [-0.19, -1.09, -1.64], [1.54, 0.31, -3.99], [-2.75, 6.30, -4.03], [0.23, 1.96, -1.03], [-1.01, 0.81, -0.01], [1.64, -4.71, 1.65], [1.26, -6.88, -0.35], [1.81, -5.06, 7.59], [-0.32, -0.52, 0.31], [0.16, 1.43, 0.08], [-0.25, 0.61, 0.03], [-2.13, 6.80, 1.36], [1.42, -2.28, -0.01], [-4.07, 0.23, -1.19], [0.55, 3.89, 1.12], [0.50, 0.89, -0.82], [0.74, 1.73, 0.39], [-2.81, -4.52, -0.73], [3.97, 4.63, 1.66], [-0.61, -2.39, -0.67], [1.57, -1.51, 0.93], [0.29, -1.39, -0.34], [1.29, 1.67, 0.40], [-2.85, -0.96, -0.65]],
  "orbital_gap_ev": 9.32,
  "smiles": "O=S1(=O)CCCC1.O=S1(=O)CCCC1.Fc1ccccc1.Fc1ccccc1.Fc1ccccc1.Fc1ccccc1",
  "relative_energy_kcal_mol": 6.9,
  "homo_ev": -9.0
}

=====

Record 2
{
  "formula": "C5H22N2O6",
  "method": "ωB97M-V/def2-TZVPD",
  "species": ["C", "O", "C", "C", "C", "N", "C", "N", "H", "H", "H", "H", "H", "H", "H", "H", "H", "H", "H", "H", "H", "H", "O", "H", "H", "O", "H", "H", "O", "H", "H", "O", "H", "H", "O"],
  "coordinates": [[-1.474112, 2.140973, 1.190784], [-0.648875, 2.017681, 0.026762], [-1.174882, 1.278739, 2.439854], [-0.405392, -0.134074, 2.086524], [-1.331042, -1.329348, 1.762457], [-1.782072, -2.006804, -1.795554], [-1.855742, -1.798935, -0.518886], [-0.919374, -1.851514, 0.455809], [-2.508403, 1.937150, 0.790976], [-1.291954, 3.248654, 1.382112], [-0.549504, 1.034733, -0.175456], [-2.126627, 1.081832, 2.858848], [-0.543740, 1.768843, 3.348178], [0.260428, 0.063182, 1.255202], [0.386806, -0.411906, 2.890696], [-2.503806, -1.200669, 1.706239], [-1.107914, -2.058876, 2.540091], [-0.994033, -2.401261, -2.208735], [-2.852693, -1.464576, -0.199978], [0.017239, -2.396271, 0.329363], [2.715568, -0.566460, 1.907613], [2.821121, -2.158838, 2.013627], [2.233958, -1.368887, 1.781496], [-0.364093, -0.773771, -3.590648], [-1.310513, 0.437423, -3.359930], [-0.667858, 0.104179, -3.964309], [0.023468, 2.498230, -2.305775], [0.630074, 1.234107, -3.124204], [0.379077, 1.603277, -2.260256], [3.035390, 1.153671, -0.071172], [2.323834, -0.135174, 0.218027], [3.148678, 0.196448, 0.017658], [3.000554, -0.445182, -1.989790], [2.463181, 0.722951, -2.587386], [2.973251, -0.019526, -2.850237]],
  "atomic_forces_ev_per_a": [[0.23, 1.52, -0.82], [0.37, -2.32, 0.48], [3.08, -0.79, 0.86], [-0.39, 1.92, 1.94], [0.00, -0.09, -0.11], [-2.49, 0.64, 1.40], [0.60, -0.23, -2.11], [0.52, -1.48, -0.17], [0.57, 0.37, 0.97], [-0.96, -1.28, 0.30], [-0.06, 1.91, 0.03], [-0.97, -0.47, 0.66], [-1.31, -0.62, -2.51], [-0.16, -0.05, -0.27], [-1.77, 0.48, -1.01], [2.47, 0.28, 0.36], [-0.37, -0.33, -0.04], [2.09, -0.71, -0.12], [0.43, 0.10, 0.21], [-2.15, 1.58, 0.38], [1.25, 0.73, 0.55], [-0.55, 1.37, -0.32], [-0.85, -2.78, 0.30], [-0.78, 1.63, -0.50], [-0.63, 0.04, 0.92], [1.18, -2.23, -1.12], [0.24, -0.25, -0.29], [-0.73, 0.58, 0.06], [0.88, 0.04, 0.55], [-0.01, -0.11, -0.07], [-2.97, -1.46, 0.72], [3.14, 1.97, -1.15], [0.51, -0.52, 0.36], [-0.77, 1.47, 0.07], [0.37, -0.92, -0.49]],
  "spin_multiplicity": 2,
  "orbital_gap_ev": [2.58, 9.04],
  "charge": -1,
  "relative_energy_kcal_mol": 81.8,
  "homo_ev": [0.4, -6.2]
}